1.
DFT (ωB97M-V with the def2-TZVPD basis set) results for 2 unconnected molecules or ions with the total composition C5H10O2.

Geometry as XYZ:
```
17
Properties=species:S:1:pos:R:3:forces:R:3
C 0.45071 -2.78153 0.70043 -0.05 -0.08 0.04
C 1.07570 -1.60574 -0.05634 0.08 0.04 0.00
C 0.45219 -0.30926 0.36599 0.27 0.19 0.12
O 1.08169 0.62073 0.83157 -0.27 -0.40 -0.18
H 0.88801 -3.72672 0.36816 -0.07 0.13 0.04
H 0.62220 -2.68818 1.77746 -0.02 -0.02 -0.15
H -0.63056 -2.83251 0.53125 0.15 0.01 0.03
H 2.15404 -1.53650 0.11176 -0.13 -0.04 -0.03
H 0.89948 -1.72282 -1.13463 0.00 0.03 0.14
H -0.64694 -0.22927 0.23966 0.11 0.02 0.03
C -0.66799 2.34128 -1.39176 -0.02 0.03 0.09
C -1.37832 2.59737 -0.29071 -0.13 0.05 -0.23
O -1.02328 2.39082 0.99443 0.16 -0.03 -0.08
H -1.09801 2.55276 -2.36391 0.03 0.01 0.16
H 0.34682 1.95467 -1.35938 -0.16 0.07 0.04
H -2.37868 3.02095 -0.34952 0.12 -0.06 -0.04
H -0.14707 1.95395 1.02555 -0.08 0.04 0.03
```
Positions in Å, forces in eV/Å.

As for the HOMO-LUMO gap: 9.446 eV. For the highest occupied orbital energy, the calculation gives -8.75 eV. The calculation puts the energy relative to the best compared isomer or geometry (same formula, charge and spin) at 44.9 kcal/mol. Its SMILES is CCC=O.C=CO.

---

2.
DFT (ωB97M-V with the def2-TZVPD basis set) results for a single C24H19Cl2N3O molecule.

Geometry as XYZ:
```
49
Properties=species:S:1:pos:R:3:forces:R:3
O -1.53317 2.13359 -0.21718 -0.16 1.86 -1.38
C -1.25369 1.11797 0.33845 -2.69 0.79 -0.01
N -0.02856 0.79782 0.75293 -6.66 4.75 -1.65
C 1.08199 1.31395 0.51127 3.48 2.64 -3.74
C 1.25505 2.57255 -0.26692 -1.55 -4.58 3.61
N 2.47769 2.68966 0.02063 5.40 7.13 -3.59
N 3.10463 1.74408 0.56275 2.83 0.67 0.06
C 4.62740 1.76776 0.67847 -6.37 11.93 7.10
C 5.12880 0.74934 0.14529 6.67 -15.01 -5.95
C 5.56734 -0.51755 1.06854 0.68 0.93 -7.83
Cl 5.57196 -0.50892 2.71785 -0.21 0.21 1.29
C 6.16508 -1.66626 0.28930 -2.09 1.73 18.08
C 6.28282 -1.71318 -0.91760 3.11 -5.27 -12.24
C 5.83455 -0.98097 -1.90763 -4.38 7.48 17.21
C 5.17536 0.45746 -1.35584 2.60 -4.95 4.57
Cl 4.66807 1.59043 -2.41013 -0.72 1.51 -1.44
C 2.29749 0.73204 0.79357 -1.89 -1.19 2.76
C -2.43692 0.18929 0.77066 -0.91 0.82 -0.88
C -3.87108 0.54049 0.43799 -2.97 6.02 -2.95
C -4.74531 1.20398 1.41488 0.09 -3.30 -3.75
C -6.10854 1.52080 1.24936 3.43 0.82 -4.33
C -6.35101 1.72498 -0.11176 -3.01 1.16 -1.84
C -5.47871 1.56307 -1.24208 0.80 -2.56 2.92
C -4.27743 0.90727 -1.00979 -0.59 -0.14 6.36
C -2.35066 -1.17365 0.40884 2.79 -3.35 -8.44
C -1.74693 -1.30024 -1.07522 -3.10 1.57 8.01
C -1.73719 -2.46718 -1.57879 2.87 -11.62 -3.64
C -2.05445 -3.78624 -0.87226 -2.29 4.28 0.05
C -2.89616 -3.49425 0.43517 6.68 -10.70 -12.53
C -2.96062 -2.35999 0.80908 -0.46 12.94 6.51
H -0.13197 0.00290 1.03901 0.03 -11.49 4.61
H 0.51797 3.23020 -0.70772 0.56 0.10 0.17
H 4.85508 2.78182 0.30984 0.05 -0.46 -0.71
H 4.82712 2.01820 1.80653 -0.10 -1.27 -1.70
H 6.48098 -2.48156 1.16197 -0.46 1.75 -3.04
H 6.78358 -2.59788 -1.43334 -0.27 0.47 1.34
H 5.84146 -0.86089 -2.74800 0.84 0.72 -16.79
H 2.51019 0.09059 1.66870 -0.19 -0.17 -1.05
H -2.42405 0.15131 1.76670 0.16 0.61 4.59
H -4.48168 0.89634 2.31025 1.61 -0.44 4.98
H -6.67965 2.00207 1.96857 -1.20 0.14 1.41
H -7.38988 2.10267 -0.42129 1.45 -0.52 0.62
H -5.78328 1.48810 -2.24660 -0.83 1.03 -1.04
H -3.52122 0.73281 -1.65326 1.84 -0.68 -2.77
H -1.19256 -0.62780 -1.56206 1.54 3.44 -1.42
H -1.05367 -2.80795 -2.59067 -2.12 1.72 2.47
H -1.89572 -4.74891 -1.50093 -0.48 1.66 1.74
H -3.26712 -4.36994 0.62979 -2.59 -4.20 2.76
H -3.40339 -2.35019 1.76267 -1.20 1.00 1.51
```
Positions in Å, forces in eV/Å.

As for the HOMO-LUMO gap: 7.670 eV. For the highest occupied orbital energy, the calculation gives -7.74 eV. Its SMILES is O=C(Nc1cnn(Cc2c(Cl)cccc2Cl)c1)C(c1ccccc1)c1ccccc1.

---

3.
DFT (ωB97M-V with the def2-TZVPD basis set) results for a single C4H7OP molecule.

Geometry as XYZ:
```
13
Properties=species:S:1:pos:R:3:forces:R:3
C 1.81792 1.02955 0.10136 -1.22 1.28 -0.66
C 2.01114 -0.41402 0.00129 0.97 -0.81 -1.44
C 0.78509 0.12008 -0.61612 -1.58 -0.40 1.66
C -2.58780 -0.83723 -0.07350 4.59 -2.31 1.05
O -1.38109 1.55203 -0.12251 -0.91 2.06 0.55
P -0.85743 0.20198 -0.00394 -0.12 -0.45 -2.28
H 1.42264 1.37627 1.04827 0.45 0.22 0.04
H 2.33516 1.80388 -0.48332 -0.17 -0.66 0.13
H 2.68263 -0.80653 -0.77462 0.13 0.08 0.74
H 1.96241 -0.89020 0.94173 0.12 -1.03 0.57
H -2.22305 -1.92959 -0.17418 -1.03 1.53 0.16
H -3.28174 -0.56975 -0.85646 0.03 0.63 0.30
H -2.68588 -0.63648 1.01200 -1.27 -0.13 -0.83
```
Positions in Å, forces in eV/Å.

As for the HOMO-LUMO gap (spin up / spin down): 7.742 / 7.744 eV. For the highest occupied orbital energy (spin up / spin down), the calculation gives -8.51 / -8.51 eV. The calculation puts the energy relative to the best compared isomer or geometry (same formula, charge and spin) at 84.2 kcal/mol.

---

4.
DFT (ωB97M-V with the def2-TZVPD basis set) results for 2 unconnected molecules or ions with the total composition C6H12O3.

Geometry as XYZ:
```
21
Properties=species:S:1:pos:R:3:forces:R:3
C 1.20780 1.07952 1.24066 -0.42 -0.42 -0.34
C 0.85464 0.02939 0.49774 0.85 -1.44 2.08
C 1.78880 -0.58812 -0.50159 -0.36 0.36 -0.41
C -0.22455 -0.97254 1.06523 0.49 1.32 -0.46
C -0.86111 -1.75747 -0.02581 -0.42 0.27 -1.38
O -1.45402 -1.27630 -0.98528 0.16 -0.77 0.83
O -0.65050 -3.07124 0.06291 0.03 -0.25 0.29
H 0.57225 1.47023 2.01928 -0.06 -0.03 0.21
H 2.13584 1.59372 1.05617 0.06 0.23 -0.19
H 1.93920 -1.64867 -0.30713 0.05 -0.10 0.11
H 1.36403 -0.49347 -1.50029 -0.01 -0.05 -0.15
H 2.75189 -0.08669 -0.50913 0.07 0.06 0.03
H 0.24642 -1.66389 1.76942 0.00 0.25 -0.08
H -0.98020 -0.36912 1.57036 -0.11 -0.19 0.07
H -1.03782 -3.52724 -0.70124 -0.06 0.27 -0.01
C -1.34532 2.23226 -0.68532 0.00 -0.31 -0.10
O -0.57463 1.19774 -1.24527 -1.31 -1.74 -0.53
H -2.36131 2.22355 -1.08743 -0.05 0.23 -0.03
H -1.41804 2.15386 0.40460 0.05 -0.02 0.16
H -0.85225 3.17439 -0.91854 -0.11 0.08 -0.04
H -1.10111 0.30009 -1.21936 1.16 2.26 -0.04
```
Positions in Å, forces in eV/Å.

As for the HOMO-LUMO gap: 9.349 eV. For the highest occupied orbital energy, the calculation gives -8.77 eV. The calculation puts the energy relative to the best compared isomer or geometry (same formula, charge and spin) at 39.3 kcal/mol. Its SMILES is C=C(C)CC(=O)O.CO.

---

5.
DFT (ωB97M-V with the def2-TZVPD basis set) results for a molecular structure, C32H34IrN7O3.

Geometry as XYZ:
```
77
Properties=species:S:1:pos:R:3:forces:R:3
Ir -0.05404 -0.43724 -1.76244 0.38 0.15 0.41
C -2.06995 1.87055 3.70486 0.02 -0.02 -0.02
O -0.99024 0.98382 3.30980 -0.03 -0.01 0.00
C -0.06021 0.66916 4.17883 0.01 0.04 0.01
C -0.02616 1.11303 5.50849 0.00 -0.01 -0.03
C 0.92212 0.61583 6.36062 0.00 0.01 0.01
C 1.88017 -0.34441 5.92152 0.02 -0.02 -0.03
C 1.88889 -0.77002 4.62778 0.01 -0.01 0.05
C 0.95904 -0.25123 3.70254 -0.09 -0.02 -0.08
N 0.99231 -0.72498 2.42685 0.06 0.03 0.12
C 0.63959 -0.13768 1.20252 -0.05 0.07 -0.09
N 0.70472 1.18420 1.09844 0.03 -0.02 -0.07
C 0.38838 1.97912 -0.03274 0.00 -0.01 0.07
C 0.06013 1.50286 -1.29602 -0.18 0.01 -0.34
C -0.20254 2.43802 -2.30494 -0.02 -0.04 0.04
C -0.11940 3.79473 -2.05695 0.00 0.03 0.01
C 0.21685 4.27128 -0.79424 0.00 0.00 0.00
C 0.46359 3.36657 0.21813 0.01 -0.03 -0.01
O 0.79446 3.68770 1.49525 -0.01 0.01 0.01
C 0.99454 5.07748 1.80323 0.01 -0.01 0.00
N 0.34664 -0.90219 0.19479 -0.16 -0.21 -0.05
C 0.39112 -2.33711 0.29044 0.05 0.03 0.08
C -0.78152 -3.07947 0.20425 0.04 0.00 -0.03
C -0.73318 -4.46492 0.20482 -0.01 0.02 0.00
C 0.49343 -5.10287 0.29317 0.01 -0.04 0.01
C 1.67520 -4.37745 0.38798 0.00 0.04 0.00
C 1.63192 -2.99008 0.38317 -0.11 -0.06 0.00
O 2.72394 -2.17394 0.50415 0.04 0.02 -0.04
C 4.01327 -2.80763 0.58849 0.03 -0.01 0.02
H -2.68787 1.97460 2.82071 0.00 0.01 0.00
H -1.66246 2.83719 3.99444 -0.01 0.00 0.01
H -2.63743 1.41934 4.51633 0.00 0.01 0.01
H -0.76246 1.81779 5.86377 0.00 0.00 0.01
H 0.94161 0.94394 7.39153 0.00 0.00 0.00
H 2.61316 -0.71963 6.62261 0.00 0.00 0.00
H 2.62949 -1.48055 4.28301 0.00 0.00 0.00
H 1.52731 -1.57814 2.30179 0.08 0.05 -0.02
H 0.98380 1.73579 1.89880 0.01 -0.01 0.01
H -0.47498 2.09206 -3.29272 0.01 0.04 -0.01
H -0.32018 4.50044 -2.85182 0.00 -0.01 0.00
H 0.27824 5.33435 -0.61675 0.00 0.00 0.00
H 1.28966 5.11253 2.84653 0.00 0.00 0.00
H 0.06990 5.63632 1.66175 0.00 0.00 0.00
H 1.78831 5.49279 1.18330 0.00 0.01 0.00
H -1.72973 -2.56078 0.14465 0.01 -0.05 0.01
H -1.64512 -5.04139 0.14091 0.00 0.00 0.00
H 0.54137 -6.18341 0.29614 0.00 0.00 0.00
H 2.61581 -4.90266 0.46655 0.00 0.00 -0.01
H 4.73966 -2.00289 0.64341 -0.01 0.00 -0.01
H 4.20225 -3.42069 -0.29288 0.00 0.02 0.00
H 4.08419 -3.42424 1.48472 -0.01 -0.01 0.00
C -4.13393 -0.19502 -0.37570 -0.01 0.01 0.00
C -4.85380 -0.31050 -1.55576 0.00 -0.01 0.00
C -4.16947 -0.44746 -2.75079 0.03 0.00 -0.01
C -2.78386 -0.47815 -2.74265 -0.01 0.01 0.04
N -2.09482 -0.39309 -1.58590 0.03 0.01 -0.06
C -2.75743 -0.23816 -0.43264 0.01 0.02 0.01
C -1.95339 -0.57466 -3.95897 0.02 0.00 -0.08
C -2.48048 -0.76390 -5.22086 0.01 -0.01 -0.04
C -1.62862 -0.82823 -6.31575 -0.03 0.01 0.02
C -0.26835 -0.69765 -6.11210 0.06 0.00 0.01
C 0.20153 -0.51126 -4.82431 0.06 0.02 0.08
N -0.61504 -0.45259 -3.76342 -0.21 0.07 0.01
H -4.63100 -0.07394 0.57586 -0.01 -0.01 0.00
H -5.93508 -0.28703 -1.54824 0.00 0.01 0.00
H -4.71309 -0.52137 -3.68015 -0.01 0.01 0.00
H -2.14751 -0.15579 0.45659 -0.01 0.01 -0.01
H -3.54518 -0.86795 -5.36464 0.00 0.00 0.02
H -2.03030 -0.97659 -7.30900 0.01 0.00 0.00
H 0.43357 -0.73686 -6.93260 0.00 0.00 0.00
H 1.25299 -0.37868 -4.61212 0.02 0.01 -0.03
N 2.57152 0.53213 -2.95853 -0.02 -0.02 -0.04
N 2.06228 -0.38569 -1.97394 -0.07 -0.04 0.14
H 3.58742 0.53536 -2.92454 0.00 0.01 0.01
H 2.24338 1.45968 -2.70440 -0.06 -0.03 -0.06
H 2.43747 -0.18000 -1.04783 0.06 -0.09 0.03
H 2.42360 -1.30852 -2.20717 -0.02 0.00 -0.10
```
Positions in Å, forces in eV/Å.

The spin multiplicity is 2. Its expectation value of S² is 0.77. As for the HOMO-LUMO gap (spin up / spin down): 7.455 / 4.756 eV. For the highest occupied orbital energy (spin up / spin down), the calculation gives -15.78 / -15.75 eV. The calculation puts the energy relative to the best compared isomer or geometry (same formula, charge and spin) at 0.0 kcal/mol. The total charge is +3.

---

6.
DFT (ωB97M-V with the def2-TZVPD basis set) results for 2 unconnected molecules or ions with the total composition C4H6O2.

Geometry as XYZ:
```
12
Properties=species:S:1:pos:R:3:forces:R:3
C 1.32897 -0.06931 0.34176 0.03 0.01 -0.05
C -0.13888 -0.06847 0.67245 0.18 -0.10 0.18
C -0.92733 1.16449 0.69037 -0.04 0.23 0.22
O -1.01631 0.25767 -0.39945 -0.12 -0.02 -0.19
C -0.36718 -1.82074 -2.19831 -1.07 0.08 -0.94
O -1.23139 -1.70171 -2.92524 1.05 -0.14 0.87
H 1.93885 -0.05527 1.25148 -0.11 -0.01 -0.11
H 1.58273 -0.96373 -0.23564 -0.01 0.12 0.12
H 1.57817 0.80837 -0.26306 -0.03 -0.11 0.09
H -0.49102 -0.89910 1.28788 0.04 0.13 -0.11
H -0.43285 2.11165 0.47162 -0.07 -0.16 0.01
H -1.82377 1.23616 1.30614 0.15 -0.03 -0.09
```
Positions in Å, forces in eV/Å.

As for the HOMO-LUMO gap: 11.543 eV. For the highest occupied orbital energy, the calculation gives -10.38 eV. The calculation puts the energy relative to the best compared isomer or geometry (same formula, charge and spin) at 42.3 kcal/mol.

---

7.
DFT (ωB97M-V with the def2-TZVPD basis set) results for 2 unconnected molecules or ions with the total composition C2H4Cl2N2O.

Geometry as XYZ:
```
11
Properties=species:S:1:pos:R:3:forces:R:3
C 0.22789 -0.36999 -1.17503 2.17 -1.86 0.93
C 0.66229 -0.26244 1.21006 1.31 -0.07 -0.59
N 0.09438 0.13482 0.07062 -0.01 -0.62 0.48
N -1.27581 -2.42295 1.13913 1.89 1.88 2.40
O -0.58073 -1.86685 1.96325 -2.19 -2.35 -2.65
Cl 2.27767 -0.86279 1.30538 -0.65 -0.12 -0.42
Cl -3.01306 -1.52823 1.05230 0.15 -0.01 -0.07
H -0.17830 0.11516 -1.98576 -1.30 1.19 -1.25
H 1.01163 -1.15506 -1.47312 -1.20 1.40 1.30
H 0.26094 0.05140 2.11979 -0.25 1.04 0.90
H -0.65643 0.79008 0.32909 0.06 -0.47 -1.04
```
Positions in Å, forces in eV/Å.

As for the HOMO-LUMO gap (spin up / spin down): 7.673 / 6.584 eV. For the highest occupied orbital energy (spin up / spin down), the calculation gives -8.15 / -7.64 eV. The calculation puts the energy relative to the best compared isomer or geometry (same formula, charge and spin) at 123.1 kcal/mol.

---

8.
DFT (ωB97M-V with the def2-TZVPD basis set) results for a molecular structure, C4H6BNO2.

Geometry as XYZ:
```
14
Properties=species:S:1:pos:R:3:forces:R:3
B -0.60585 1.05733 -0.31530 -1.23 -2.33 1.57
C -1.18198 -1.46398 -0.36099 2.08 1.37 0.41
C 1.58946 -0.89416 -0.06535 -2.89 0.06 -1.25
C 0.70936 -0.78866 1.11375 1.62 -1.13 1.46
C -0.32417 -0.43769 0.13368 1.72 0.99 -0.97
N -1.64379 -2.38167 -0.83892 -1.55 -1.89 -0.81
O -1.58997 1.22039 -1.27026 1.26 -0.44 0.23
O -0.23271 2.07328 0.52846 -0.58 2.37 -2.15
H 2.25601 -0.10266 -0.37241 -0.18 0.26 0.07
H 1.46158 -1.71174 -0.76564 0.34 -0.22 0.33
H 0.71831 -1.65317 1.79724 -0.82 0.11 -0.63
H 1.07863 0.01567 1.68591 -0.10 1.20 0.79
H -1.62504 2.16024 -1.32852 -0.94 1.22 -0.85
H -0.60984 2.90682 0.05834 1.27 -1.57 1.80
```
Positions in Å, forces in eV/Å.

As for the HOMO-LUMO gap: 9.008 eV. For the highest occupied orbital energy, the calculation gives -9.03 eV. The calculation puts the energy relative to the best compared isomer or geometry (same formula, charge and spin) at 27.0 kcal/mol.

---

9.
DFT (ωB97M-V with the def2-TZVPD basis set) results for a molecular structure, C9H10ClF3Si.

Geometry as XYZ:
```
24
Properties=species:S:1:pos:R:3:forces:R:3
C 2.48196 -1.72048 0.48466 2.16 -0.96 2.18
C 1.80298 -1.99429 -0.63316 -2.27 -2.46 -1.86
C 2.17317 -0.65056 1.28848 -1.41 -0.42 -1.54
C 0.64699 -1.30749 -0.92060 -1.85 1.25 0.82
C 1.01737 0.04380 1.07191 0.61 2.49 -0.34
C 0.25093 -0.28043 -0.04218 -1.28 0.40 -0.38
C -2.20043 0.78083 -1.93508 -1.95 0.90 2.38
C -1.60624 2.09760 1.09011 -1.14 -0.15 -2.76
C -3.06044 -1.00678 0.69513 2.30 0.11 -1.73
F -4.01340 -1.17258 -0.27017 0.11 0.30 0.50
F -2.59576 -2.31935 0.90033 -0.29 1.69 0.11
F -3.66003 -0.60154 1.80605 -0.27 -0.11 0.38
Si -1.42123 0.57422 -0.12925 -2.13 -0.96 -0.65
Cl -0.35030 3.33413 0.98485 0.24 0.15 -0.15
H 3.21076 -2.43118 0.91225 -0.01 0.47 -0.78
H 1.79344 -2.97978 -1.12526 1.08 0.54 0.04
H 2.78650 -0.39275 2.04814 1.83 0.64 2.49
H -0.12545 -1.65270 -1.63244 0.98 0.15 0.02
H 0.90032 1.05509 1.58329 -0.33 -1.75 -0.27
H -2.93102 -0.05875 -1.98220 0.37 0.63 -0.08
H -2.81476 1.77397 -2.05521 1.37 -1.86 0.19
H -1.49988 0.62897 -2.70500 0.97 0.16 -0.97
H -1.58917 1.65526 2.01800 0.10 -0.70 2.42
H -2.59716 2.59740 0.96038 0.80 -0.50 0.01
```
Positions in Å, forces in eV/Å.

As for the HOMO-LUMO gap: 9.852 eV. For the highest occupied orbital energy, the calculation gives -9.53 eV. The calculation puts the energy relative to the best compared isomer or geometry (same formula, charge and spin) at 25.1 kcal/mol.